(1)
11
Properties=species:S:1:pos:R:3:lowdin_charge:R:1 method="wB97M-V/def2-TZVPD" total_energy_ev=-11616.9894 homo_lumo_gap_ev=9.012 homo_energy_ev=-10.07 relative_energy_ev=3.840
N -1.9454 -0.9448 -0.0073 0.122
N -0.5600 -0.5545 -0.0438 -0.092
N 0.3754 -1.4179 -0.1159 0.067
N 1.5742 -0.9998 -0.0074 0.024
C 1.8055 0.3136 0.0607 -0.130
N 0.8901 1.2974 0.1429 0.187
C -0.2751 0.8427 -0.1116 -0.563
O -1.2418 1.6061 -0.0899 0.040
H -1.8513 -1.7525 0.5561 0.059
H -2.5867 -0.2688 0.6343 0.177
H 2.8506 0.5717 0.0562 0.109

---

(2)
61
Properties=species:S:1:pos:R:3:lowdin_charge:R:1 method="wB97M-V/def2-TZVPD" total_energy_ev=-193701.3852 homo_lumo_gap_ev=6.335 homo_energy_ev=-3.82 relative_energy_ev=1.674 total_charge=-1
Pt 0.1112 0.3470 -0.0655 0.321
O 5.5473 -0.1626 3.2797 -0.066
C 4.1527 -0.3623 3.5245 -0.219
C 3.2114 0.2682 2.4931 -0.588
C 3.4309 1.7787 2.4449 -0.286
O 3.1304 2.4245 3.6784 -0.087
C 1.7864 -0.1524 2.9151 -0.528
Se 0.3616 1.0515 2.3418 0.641
C 3.5091 -0.2970 1.1095 -0.492
Se 2.4161 0.2967 -0.4160 0.632
H 5.7087 0.7849 3.3177 0.071
H 3.8855 0.0189 4.5141 0.119
H 4.0071 -1.4447 3.5227 0.129
H 2.8335 2.2034 1.6388 0.065
H 4.4803 1.9919 2.2144 0.119
H 2.1619 2.4780 3.6909 0.030
H 1.7166 -0.2440 4.0011 0.062
H 1.5483 -1.1316 2.5013 0.042
H 3.4656 -1.3859 1.1403 0.067
H 4.5102 -0.0090 0.7810 0.058
N -4.1965 -0.8973 0.5870 0.135
C -3.0441 -0.3554 1.4589 -0.474
C -3.4936 -0.1995 2.9021 -0.095
P -1.8845 -1.8421 1.2093 0.300
O -3.0251 -2.9074 1.8237 -0.209
O -0.6984 -1.9994 2.0692 -0.337
O -1.9361 -2.0137 -0.2766 -0.362
P -2.7818 1.3413 0.6876 0.263
O -4.4004 1.7140 0.5507 -0.196
O -2.1854 2.3447 1.5874 -0.377
O -2.2697 1.0479 -0.6875 -0.387
H -4.6310 -1.6845 1.0674 0.134
H -3.7191 -1.2564 -0.2608 0.120
H -4.8691 -0.1596 0.3726 0.121
H -3.8378 -1.1483 3.3143 0.070
H -4.2739 0.5573 3.0021 0.074
H -2.6199 0.1314 3.4656 0.075
H -2.5616 -3.5109 2.4132 0.061
H -4.5190 2.5873 0.9389 0.068
C 0.3536 2.3878 -4.3344 -0.153
C 0.2948 2.0368 -2.8489 -0.397
P -0.0176 0.2843 -2.3955 0.754
C -1.5417 -0.0745 -3.3477 -0.380
C -2.0199 -1.5288 -3.3486 -0.148
C 1.2500 -0.6361 -3.3579 -0.437
C 1.3888 -2.0977 -2.9243 -0.166
H 0.6054 3.4426 -4.4647 0.065
H -0.5998 2.2203 -4.8373 0.056
H 1.1144 1.8062 -4.8595 0.061
H -0.4824 2.6069 -2.3344 0.078
H 1.2351 2.2919 -2.3554 0.049
H -1.3340 0.2474 -4.3713 0.064
H -2.3012 0.5846 -2.9303 0.060
H -1.4657 -2.1253 -4.0767 0.057
H -3.0751 -1.5768 -3.6300 0.065
H -1.9058 -1.9874 -2.3688 0.029
H 2.1995 -0.1183 -3.2177 0.040
H 0.9889 -0.5646 -4.4176 0.075
H 1.5345 -2.1603 -1.8462 0.035
H 2.2490 -2.5634 -3.4108 0.066
H 0.5015 -2.6791 -3.1750 0.051

---

(3)
78
Properties=species:S:1:pos:R:3:lowdin_charge:R:1 method="wB97M-V/def2-TZVPD" total_energy_ev=-115269.2629 homo_lumo_gap_ev=6.589 homo_energy_ev=-5.03 total_charge=-1
N -5.9081 3.7224 3.6767 -0.184
P -4.9886 2.6274 3.0644 0.531
O -3.7762 2.2613 4.0998 -0.176
O -5.8384 1.2424 2.8457 -0.184
B -4.2209 3.2628 1.3862 -0.616
O -3.0200 2.5089 0.9276 0.034
C -3.0474 1.1757 1.0132 -0.457
O -2.5546 0.5972 1.9636 0.096
C -3.6107 0.3569 -0.1108 -0.120
C -2.6965 -0.1397 -1.0325 -0.020
C -3.1211 -0.9512 -2.0740 -0.068
C -4.4659 -1.2744 -2.1929 -0.095
C -5.3856 -0.7629 -1.2862 -0.077
C -4.9569 0.0481 -0.2460 -0.035
S -5.5476 3.4311 -0.0362 0.753
O -6.8822 3.0610 0.3850 -0.327
O -5.0832 2.8842 -1.2974 -0.314
C -5.6999 5.2697 -0.3921 -0.482
F -6.8857 5.4754 -1.0020 0.104
F -5.7021 5.9583 0.7644 0.099
C -4.5703 5.8349 -1.3041 -0.554
F -4.3303 7.1253 -0.9719 0.137
F -3.4229 5.1754 -1.1673 0.169
F -4.9462 5.8334 -2.5880 0.160
H -5.5973 4.0126 4.5954 -0.039
H -3.6103 1.3116 4.1070 0.048
H -5.3542 0.4408 3.0750 0.061
H -3.8870 4.3929 1.6025 0.079
H -1.6500 0.1032 -0.9521 0.091
H -2.3915 -1.3318 -2.7776 0.082
H -4.8200 -1.9141 -2.9928 0.092
H -6.4409 -0.9938 -1.3510 0.101
H -5.6911 0.4356 0.4493 0.101
C 1.9782 -0.1186 2.8064 -0.208
C 2.8972 -0.5995 1.6728 -0.224
C 2.1573 -1.7275 0.9398 -0.209
S 0.4019 -1.3953 1.1531 0.671
O -0.1806 -2.4610 1.9349 -0.324
O -0.1700 -1.0167 -0.1145 -0.329
C 0.5943 0.0495 2.1859 -0.226
H 2.3311 0.8154 3.2422 0.115
H 1.9403 -0.8680 3.6011 0.117
H 3.0835 0.2211 0.9857 0.096
H 3.8547 -0.9418 2.0500 0.082
H 2.3759 -1.7493 -0.1264 0.083
H 2.3610 -2.7027 1.3809 0.101
H -0.2222 0.0821 2.9017 0.098
H 0.5495 0.9229 1.5364 0.117
C 1.5344 -5.4385 -3.1835 -0.227
C 0.1710 -5.5116 -2.4780 -0.211
C -0.2024 -4.0871 -2.0453 -0.204
S 0.6022 -2.9912 -3.2197 0.661
O 1.6089 -2.2235 -2.5314 -0.320
O -0.3833 -2.3588 -4.0562 -0.318
C 1.4419 -4.2672 -4.1574 -0.235
H 1.7757 -6.3669 -3.7003 0.110
H 2.3192 -5.2480 -2.4479 0.116
H -0.5778 -5.8959 -3.1737 0.115
H 0.1961 -6.1826 -1.6207 0.112
H -1.2728 -3.9018 -2.0774 0.107
H 0.1800 -3.8450 -1.0559 0.096
H 2.4059 -3.8915 -4.4912 0.103
H 0.8150 -4.5099 -5.0150 0.104
C 8.8087 1.0489 0.9578 -0.223
C 8.6622 0.0112 -0.1642 -0.215
C 7.3674 -0.7691 0.0976 -0.215
S 6.2795 0.3545 0.9888 0.668
O 6.0718 -0.1676 2.3160 -0.319
O 5.1917 0.7381 0.1314 -0.311
C 7.4420 1.7128 1.0933 -0.227
H 9.5848 1.7796 0.7352 0.113
H 9.0737 0.5499 1.8924 0.118
H 8.5956 0.5232 -1.1258 0.116
H 9.5189 -0.6595 -0.2090 0.112
H 6.8710 -1.0744 -0.8198 0.103
H 7.5358 -1.6350 0.7347 0.104
H 7.2971 2.2343 2.0363 0.108
H 7.2376 2.3813 0.2579 0.108

---

(4)
73
Properties=species:S:1:pos:R:3:lowdin_charge:R:1 method="wB97M-V/def2-TZVPD" s_squared=3.915 total_energy_ev=-118083.9453 homo_lumo_gap_ev="5.950 / 7.627" homo_energy_ev="-10.62 / -10.63" multiplicity=4 relative_energy_ev=0.432 total_charge=+1
Cr 0.3062 -0.4604 1.0231 0.596
F 0.8307 0.2599 3.7732 0.123
C 1.9873 0.9443 3.7110 -0.665
F 2.1056 1.6981 4.7855 0.190
F 2.9753 0.0677 3.6465 0.179
S 1.9612 1.9734 2.1812 0.646
O 1.7861 0.9351 1.1366 -0.452
O 3.1774 2.6942 2.1521 -0.190
N 0.7123 2.8841 2.2905 -0.252
S -0.7398 2.6218 1.7572 0.630
O -0.9600 1.2399 1.2874 -0.400
O -1.2041 3.6458 0.8869 -0.284
C -1.7570 2.8021 3.2981 -0.678
F -2.9839 2.3675 3.0386 0.160
F -1.8042 4.0775 3.6282 0.183
F -1.2453 2.1002 4.2975 0.161
N -1.5105 -1.4088 0.7906 0.025
C -2.0278 -1.4109 2.1502 -0.246
C -3.2725 -0.8600 2.4064 -0.022
C -3.7471 -0.8196 3.7049 -0.055
C -2.9602 -1.3114 4.7381 -0.046
C -1.7205 -1.8614 4.4674 -0.012
C -1.2282 -1.9425 3.1633 -0.141
C 0.0495 -2.6437 2.8573 -0.194
C 0.3978 -3.7523 3.6302 -0.017
C 1.5414 -4.4822 3.3585 -0.052
C 2.3450 -4.1221 2.2887 -0.059
C 2.0085 -3.0188 1.5155 -0.116
C 0.8771 -2.2561 1.7883 -0.183
H -1.4110 -2.3590 0.4365 0.134
H -2.1467 -0.8980 0.1821 0.125
H -3.8656 -0.4604 1.5929 0.127
H -4.7178 -0.3910 3.9102 0.118
H -3.3147 -1.2650 5.7584 0.117
H -1.1148 -2.2341 5.2823 0.122
H -0.2537 -4.0679 4.4346 0.117
H 1.7919 -5.3385 3.9686 0.114
H 3.2305 -4.6964 2.0518 0.113
H 2.6658 -2.7714 0.6932 0.061
C 3.5722 -0.9878 -0.9037 -0.265
Sb 1.4884 -0.9500 -1.3492 1.454
C 1.0222 -2.9267 -1.9685 -0.279
C 1.7961 -0.0434 -3.2776 -0.292
C 0.6329 0.0106 -4.2239 -0.276
C 0.2347 -1.1660 -4.8597 -0.068
C -0.8323 -1.1883 -5.7384 -0.077
C -1.5107 -0.0108 -6.0141 -0.070
C -1.1034 1.1725 -5.4279 -0.052
C -0.0363 1.2191 -4.5312 -0.286
C 0.3602 2.5401 -3.9496 -0.342
Sb -0.2847 2.7484 -1.8911 1.373
C -2.3311 3.0886 -2.4053 -0.302
C 0.3599 4.7812 -1.7044 -0.306
H 4.0034 -1.9368 -1.2190 0.029
H 3.7540 -0.8279 0.1546 0.009
H 4.0298 -0.1789 -1.4711 0.024
H 1.8026 -3.2986 -2.6301 0.026
H 0.0775 -2.9052 -2.5089 0.009
H 0.9395 -3.5805 -1.1027 0.004
H 2.5716 -0.7308 -3.6337 0.078
H 2.2669 0.9146 -3.0862 0.052
H 0.7860 -2.0798 -4.6741 0.102
H -1.1200 -2.1125 -6.2193 0.107
H -2.3386 -0.0085 -6.7091 0.109
H -1.6109 2.0949 -5.6809 0.115
H -0.1093 3.3569 -4.4970 0.067
H 1.4355 2.7033 -3.9811 0.059
H -2.4538 4.1180 -2.7374 0.013
H -2.9826 2.9068 -1.5554 -0.003
H -2.6019 2.4100 -3.2146 -0.005
H -0.3827 5.4337 -2.1611 0.012
H 1.3094 4.8930 -2.2283 0.007
H 0.4911 5.0610 -0.6638 -0.007

---

(5)
31
Properties=species:S:1:pos:R:3:lowdin_charge:R:1 method="wB97M-V/def2-TZVPD" total_energy_ev=-228925.1077 homo_lumo_gap_ev=9.970 homo_energy_ev=-9.92 relative_energy_ev=0.000
O -1.8315 -0.0918 4.2238 0.102
O 2.3337 -1.9121 1.6537 0.106
Br -3.7353 1.1815 2.1805 0.805
Br -1.0935 2.9064 2.8662 0.760
Br 2.7098 -0.3193 -3.2660 0.697
O -0.4116 -0.7471 2.5619 0.089
C -1.3435 0.0551 3.1331 -0.591
C 1.9049 -1.6373 0.5314 -0.323
C 2.7872 -1.6681 -0.7133 -0.125
C -1.8131 1.1712 2.2262 -1.059
C -1.2646 1.1969 -1.5959 -0.170
C -1.0761 1.7572 -0.1775 -0.185
C -0.5677 -0.1619 -1.8944 -0.137
C 1.7749 -1.2718 -1.8144 -0.649
C 0.0538 -0.0515 1.3578 -0.174
C 0.5508 -1.0173 0.2735 -0.130
C -1.2434 0.6793 0.8979 -0.349
C 0.7785 -0.3499 -1.1203 -0.315
H 3.5717 -0.8949 -0.6230 0.125
H 3.1550 -2.6926 -0.9156 0.137
H -0.8819 1.9016 -2.3110 0.104
H -2.3167 1.0822 -1.8216 0.110
H -1.7404 2.5827 0.0179 0.089
H -0.0668 2.2467 -0.1159 0.126
H -1.2392 -0.9936 -1.7001 0.112
H -0.3278 -0.1530 -2.9754 0.104
H 1.3315 -2.1876 -2.1921 0.108
H 0.8318 0.6622 1.6577 0.170
H -0.1811 -1.8467 0.1750 0.183
H -1.9519 -0.0347 0.4660 0.139
H 1.3023 0.6080 -0.9861 0.142

---

(6)
18
Properties=species:S:1:pos:R:3:lowdin_charge:R:1 method="wB97M-V/def2-TZVPD" total_energy_ev=-27865.6104 homo_lumo_gap_ev="6.853 / 6.856" homo_energy_ev="-4.76 / -4.76" total_charge=-1
C -2.5664 -0.9241 -0.0859 -0.117
C -2.7947 0.4436 0.0199 -0.109
C -1.2791 -1.4300 -0.0751 -0.054
C -1.7439 1.3394 0.1365 -0.027
C -0.2077 -0.5525 0.0353 -0.242
C -0.4486 0.8501 0.1334 -0.236
C 1.1931 -0.7795 0.0557 -0.319
C 1.7439 0.8601 0.2488 -0.065
C 3.1762 1.2268 -0.1042 -0.737
N 0.7043 1.5975 0.2478 0.131
O 4.0238 1.5895 0.6821 0.010
O 3.1268 1.0844 -1.3433 -0.003
O 3.3883 -2.1768 0.1005 -0.562
S 1.9249 -2.2481 0.0483 0.948
H -3.4055 -1.6013 -0.1766 0.089
H -3.8118 0.8129 0.0067 0.091
H -1.1023 -2.4937 -0.1456 0.098
H -1.9212 2.4017 0.2159 0.104